Entry 1:
Here is an isolated molecule of C4H8N2O2 from the OMol25 dataset. Energies are from ωB97M-V/def2-TZVPD.

The orbital gap (alpha / beta) is 7.0 / 7.0 eV. The energy above the lowest of the compared OMol25 structures with the same formula, charge and spin is 5.7374 eV. The strongest force on any atom comes out at 2.62 eV/Å. The value obtained for the molar mass is 116.12 g/mol. Its LUMO energy (alpha / beta) is 0.45 / 0.45 eV.

Last columns: bonded neighbours and bond lengths (Å).
Cartesian coordinates (Å):
1 N 0.503 -1.258 0.789  C2 1.413, C3 1.793, H11 1.016
2 C 1.023 -0.305 -0.115  N1 1.413, C3 1.779, C5 1.408, O7 1.389
3 C -0.707 -0.626 -0.374  N1 1.793, C2 1.779, C6 1.351, O8 1.365
4 N 0.503 1.858 0.841  C5 1.345, H12 1.009, H13 1.006
5 C 1.190 1.090 -0.025  C2 1.408, N4 1.345, H14 1.080
6 C -1.830 -0.089 0.150  C3 1.351, H15 1.079, H16 1.076
7 O 1.954 -0.856 -0.986  C2 1.389, H9 0.966
8 O -0.703 -1.287 -1.568  C3 1.365, H10 0.964
9 H 1.661 -1.755 -1.184  O7 0.966
10 H -1.482 -1.855 -1.599  O8 0.964
11 H 0.182 -0.878 1.675  N1 1.016
12 H 0.113 1.432 1.668  N4 1.009
13 H 0.531 2.861 0.763  N4 1.006
14 H 1.704 1.590 -0.832  C5 1.080
15 H -2.776 -0.260 -0.338  C6 1.079
16 H -1.866 0.339 1.136  C6 1.076

Mulliken population analysis, charges in e, atoms 1 to 4: atom 1 (N): -0.78, atom 2 (C): 0.42, atom 3 (C): 0.68, atom 4 (N): -0.31

Entry 2:
Here is an isolated molecule of C4H8N2O2 from the OMol25 dataset. Energies are from ωB97M-V/def2-TZVPD.

The orbital gap is 10.3 eV. The energy above the lowest of the compared OMol25 structures with the same formula, charge and spin is 2.6404 eV. The strongest force on any atom comes out at 3.15 eV/Å. The SMILES is C[C@@H]1OC(=O)NN1C. The value obtained for the molar mass is 116.12 g/mol. Its LUMO energy is 0.82 eV.

Last columns: bonded neighbours and bond lengths (Å).
Cartesian coordinates (Å):
1 C 0.646 -1.348 1.698  N5 1.373, O7 1.208, O8 1.326
2 C -0.468 0.285 0.565  C3 1.539, N6 1.432, O8 1.517, H9 1.110
3 C -0.198 1.703 1.100  C2 1.539, H10 1.103, H11 1.091, H12 1.051
4 C -0.139 -1.282 -1.210  N6 1.522, H13 1.158, H14 1.089, H15 1.094
5 N 1.320 -1.062 0.537  C1 1.373, N6 1.453, H16 0.988
6 N 0.520 -0.223 -0.338  C2 1.432, C4 1.522, N5 1.453
7 O 1.005 -2.215 2.459  C1 1.208
8 O -0.434 -0.587 1.807  C1 1.326, C2 1.517
9 H -1.486 0.231 0.124  C2 1.110
10 H 0.546 1.710 1.913  C3 1.103
11 H -1.142 2.082 1.495  C3 1.091
12 H -0.077 2.346 0.277  C3 1.051
13 H -0.051 -2.328 -0.721  C4 1.158
14 H -1.044 -0.971 -1.731  C4 1.089
15 H 0.498 -1.513 -2.069  C4 1.094
16 H 2.146 -1.506 0.224  N5 0.988

Mulliken population analysis, charges in e, atoms 1 to 4: atom 1 (C): 0.60, atom 2 (C): 0.39, atom 3 (C): -1.27, atom 4 (C): -0.87

Entry 3:
Here is an isolated molecule of C4H8N2O2 from the OMol25 dataset. Energies are from ωB97M-V/def2-TZVPD.

The orbital gap is 8.9 eV. The energy above the lowest of the compared OMol25 structures with the same formula, charge and spin is 5.8072 eV. The strongest force on any atom comes out at 5.03 eV/Å. The value obtained for the molar mass is 116.12 g/mol. Its LUMO energy is 0.89 eV.

Last columns: bonded neighbours and bond lengths (Å).
Cartesian coordinates (Å):
1 C -0.306 -1.426 -1.154  C2 1.376, H9 1.067
2 C 0.883 -0.783 -1.410  C1 1.376, N5 1.333, H10 1.045
3 C -0.604 -0.533 0.687  N6 1.485, O7 1.349, O8 1.371
4 C 0.093 1.704 0.227  N6 1.393, H11 1.039, H12 1.078, H13 1.083
5 N 1.419 -0.138 -0.373  C2 1.333, N6 1.447, H14 0.941
6 N 0.520 0.434 0.606  C3 1.485, C4 1.393, N5 1.447
7 O -0.474 -1.376 1.731  C3 1.349, H15 0.953
8 O -1.876 -0.031 0.605  C3 1.371, H16 0.898
9 H -1.281 -1.608 -1.548  C1 1.067
10 H 1.576 -0.822 -2.192  C2 1.045
11 H -0.682 1.996 0.854  C4 1.039
12 H 0.950 2.344 0.364  C4 1.078
13 H -0.372 1.741 -0.750  C4 1.083
14 H 2.107 0.455 -0.621  N5 0.941
15 H 0.453 -1.598 1.724  O7 0.953
16 H -2.407 -0.359 1.250  O8 0.898

Mulliken population analysis, charges in e, atoms 1 to 4: atom 1 (C): -0.76, atom 2 (C): -0.05, atom 3 (C): 0.53, atom 4 (C): -1.15

Entry 4:
Here is an isolated molecule of C4H8N2O2 from the OMol25 dataset. Energies are from ωB97M-V/def2-TZVPD.

The orbital gap is 9.9 eV. The energy above the lowest of the compared OMol25 structures with the same formula, charge and spin is 2.6298 eV. The strongest force on any atom comes out at 0.77 eV/Å. The SMILES is C=C(O)C(=O)N(C)N. The value obtained for the molar mass is 116.12 g/mol. Its LUMO energy is 0.56 eV.

Last columns: bonded neighbours and bond lengths (Å).
Cartesian coordinates (Å):
1 C 2.347 -0.528 0.074  N2 1.447, H12 1.087, H13 1.090, H14 1.090
2 N 1.036 0.083 0.022  C1 1.447, C3 1.353, N5 1.403
3 C -0.071 -0.690 0.097  N2 1.353, C4 1.502, O8 1.221
4 C -1.421 -0.033 0.053  C3 1.502, C6 1.329, O7 1.368
5 N 1.087 1.472 -0.171  N2 1.403, H10 1.017, H11 1.018
6 C -2.490 -0.773 -0.227  C4 1.329, H15 1.073, H16 1.078
7 O -1.487 1.304 0.335  C4 1.368, H9 0.966
8 O 0.003 -1.905 0.189  C3 1.221
9 H -2.414 1.575 0.349  O7 0.966
10 H 0.504 1.749 -0.956  N5 1.017
11 H 0.750 1.963 0.654  N5 1.018
12 H 2.216 -1.599 0.203  C1 1.087
13 H 2.885 -0.324 -0.853  C1 1.090
14 H 2.911 -0.113 0.911  C1 1.090
15 H -2.372 -1.820 -0.426  C6 1.073
16 H -3.484 -0.359 -0.254  C6 1.078

Mulliken population analysis, charges in e, atoms 1 to 4: atom 1 (C): -0.91, atom 2 (N): 0.33, atom 3 (C): 0.64, atom 4 (C): 0.67

Entry 5:
Here is an isolated molecule of C4H8N2O2S from the OMol25 dataset. Energies are from ωB97M-V/def2-TZVPD.

The orbital gap is 9.4 eV. The energy above the lowest of the compared OMol25 structures with the same formula, charge and spin is 2.9265 eV. The strongest force on any atom comes out at 2.71 eV/Å. The value obtained for the molar mass is 148.19 g/mol. Its LUMO energy is 0.16 eV.

Last columns: bonded neighbours and bond lengths (Å).
Cartesian coordinates (Å):
1 C 0.440 -0.403 0.410  C2 1.608, N6 1.368, O7 1.224
2 C 0.524 0.611 1.655  C1 1.608, O8 1.392, H10 1.097, H11 1.096
3 C -0.286 -0.834 -1.872  N6 1.482, H12 1.122, H13 1.157, H14 1.115
4 C -0.200 1.527 -1.109  N6 1.459, H15 1.064, H16 1.065, H17 1.091
5 N -1.235 -2.010 2.440  S9 1.461
6 N 0.017 0.122 -0.781  C1 1.368, C3 1.482, C4 1.459
7 O 0.687 -1.601 0.466  C1 1.224
8 O 0.823 -0.157 2.777  C2 1.392, S9 1.795
9 S 0.171 -1.829 2.799  N5 1.461, O8 1.795
10 H 1.328 1.357 1.646  C2 1.097
11 H -0.543 0.853 1.718  C2 1.096
12 H 0.638 -0.957 -2.496  C3 1.122
13 H -0.589 -1.837 -1.382  C3 1.157
14 H -1.048 -0.419 -2.573  C3 1.115
15 H -0.245 2.145 -0.244  C4 1.064
16 H 0.615 1.799 -1.737  C4 1.065
17 H -1.098 1.634 -1.717  C4 1.091

Mulliken population analysis, charges in e, atoms 1 to 4: atom 1 (C): 0.75, atom 2 (C): -0.58, atom 3 (C): -0.93, atom 4 (C): -1.02

Entry 6:
Here is an isolated molecule of C4H8N2O3 from the OMol25 dataset. Energies are from ωB97M-V/def2-TZVPD.

The orbital gap is 10.2 eV. The energy above the lowest of the compared OMol25 structures with the same formula, charge and spin is 0.8467 eV. The strongest force on any atom comes out at 2.72 eV/Å. The SMILES is NC(=O)C[C@H](N)C(=O)O. The value obtained for the molar mass is 132.12 g/mol. Its LUMO energy is 0.49 eV.

Last columns: bonded neighbours and bond lengths (Å).
Cartesian coordinates (Å):
1 C -1.130 0.437 -0.529  C2 1.574, C3 1.554, H7 1.103, N13 1.442
2 C -1.699 -0.751 0.332  C1 1.574, O15 1.224, O17 1.381
3 C 0.297 -0.114 -0.801  C1 1.554, C4 1.520, H8 1.083, H9 1.090
4 C 1.301 -0.237 0.333  C3 1.520, N14 1.377, O16 1.230
5 H -1.770 2.080 0.578  N13 1.009
6 H -0.121 1.852 0.352  N13 1.030
7 H -1.602 0.471 -1.526  C1 1.103
8 H 0.736 0.542 -1.543  C3 1.083
9 H 0.286 -1.020 -1.408  C3 1.090
10 H 2.398 -1.324 -0.986  N14 1.001
11 H 3.238 -0.836 0.449  N14 1.018
12 H -0.693 0.073 1.862  O17 1.021
13 N -1.055 1.805 -0.079  C1 1.442, H5 1.009, H6 1.030
14 N 2.361 -1.037 -0.028  C4 1.377, H10 1.001, H11 1.018
15 O -2.329 -1.695 -0.125  C2 1.224
16 O 1.267 0.302 1.438  C4 1.230
17 O -1.484 -0.547 1.681  C2 1.381, H12 1.021

Mulliken population analysis, charges in e, atoms 1 to 4: atom 1 (C): -0.04, atom 2 (C): 0.53, atom 3 (C): -1.12, atom 4 (C): 0.64